{"formula": "C15H31N7O5PdS", "method": "wB97M-V/def2-TZVPD", "symbols": ["Pd", "N", "N", "C", "O", "O", "H", "H", "H", "N", "C", "C", "C", "C", "C", "C", "S", "O", "O", "O", "H", "H", "H", "H", "H", "H", "C", "C", "N", "C", "C", "N", "C", "C", "H", "H", "H", "H", "H", "H", "H", "H", "H", "H", "H", "H", "H", "N", "C", "C", "N", "H", "H", "H", "H", "H", "H", "H", "H", "H"], "positions_angstrom": [[0.011, 1.089, -0.288], [-0.723, 2.701, -1.968], [-0.677, 2.077, -3.218], [0.554, 1.482, -3.602], [0.439, 0.700, -4.638], [1.541, 1.527, -2.896], [-1.654, 2.726, -1.714], [-0.300, 3.627, -1.938], [-1.217, 2.551, -3.952], [-3.181, -5.587, -0.601], [-2.539, -4.658, 0.041], [-3.121, -3.349, 0.202], [-2.559, -2.464, 1.003], [-1.318, -2.710, 1.681], [-0.695, -3.943, 1.368], [-1.241, -4.914, 0.635], [-0.350, -1.319, 2.121], [-0.980, -0.322, 1.200], [-0.463, -0.978, 3.524], [0.956, -1.698, 1.733], [-3.926, -5.366, -1.174], [-2.854, -6.522, -0.779], [-4.206, -3.082, -0.099], [-2.933, -1.485, 1.172], [0.286, -4.007, 1.744], [-0.892, -5.897, 0.327], [3.224, 1.925, 2.918], [1.968, 1.205, 2.236], [1.465, 2.096, 1.207], [2.643, 2.562, 0.455], [3.302, 3.719, 1.344], [2.969, 3.413, 2.777], [1.537, 3.650, 3.130], [0.766, 3.219, 1.839], [4.288, 1.785, 2.555], [3.205, 1.755, 3.976], [1.324, 1.003, 3.109], [2.147, 0.222, 1.773], [2.374, 2.860, -0.549], [3.257, 1.668, 0.295], [2.858, 4.660, 1.024], [4.335, 3.828, 1.317], [3.634, 3.956, 3.339], [1.365, 4.742, 3.375], [1.338, 2.985, 4.002], [0.674, 4.088, 1.116], [-0.239, 2.969, 2.300], [-1.626, -1.682, -3.716], [-1.633, -2.329, -2.475], [-0.652, -1.658, -1.499], [-1.178, -0.274, -1.471], [-0.842, -1.892, -4.286], [-0.375, 0.773, -5.085], [-2.481, -1.825, -4.265], [-1.515, -3.428, -2.557], [-2.596, -2.175, -1.976], [0.354, -1.650, -1.915], [-0.510, -2.153, -0.522], [-2.166, -0.236, -1.233], [-1.169, 0.037, -2.423]], "s_squared": 2.031, "multiplicity": 3, "lumo_energy_ev": [-4.97, -8.22], "charge": 2}


{"formula": "C15H32LuN2O5P2", "method": "wB97M-V/def2-TZVPD", "symbols": ["O", "H", "Lu", "N", "N", "O", "O", "C", "C", "C", "C", "H", "H", "H", "H", "H", "H", "H", "H", "O", "H", "H", "C", "H", "H", "H", "O", "H", "H", "C", "P", "C", "C", "C", "C", "C", "C", "C", "P", "C", "C", "H", "H", "H", "H", "H", "H", "H", "H", "H", "H", "H", "H", "H", "H", "H", "H"], "positions_angstrom": [[0.821, -4.895, -0.078], [1.374, -5.659, 0.151], [-0.119, -0.382, 0.137], [1.197, 1.492, 0.282], [1.826, -0.767, -0.796], [0.998, 2.738, 0.980], [2.205, -1.944, -1.508], [2.468, 1.405, -0.143], [2.788, 0.189, -0.804], [3.407, 2.539, 0.068], [4.098, -0.079, -1.444], [3.099, 3.179, 0.905], [3.468, 3.152, -0.850], [4.414, 2.136, 0.265], [3.947, -0.866, -2.190], [4.821, -0.418, -0.680], [4.493, 0.837, -1.919], [0.041, 2.862, 1.082], [1.619, -2.661, -1.216], [-0.268, 0.810, -1.924], [0.173, 1.658, -1.792], [0.055, 0.458, -2.757], [0.671, -4.069, 1.089], [-0.344, -3.632, 1.034], [1.446, -3.275, 1.099], [0.742, -4.607, 2.049], [0.078, -0.188, 2.390], [0.778, 0.495, 2.439], [-0.654, 0.177, 2.905], [-3.086, -3.467, -0.301], [-2.069, -2.036, -0.843], [-1.153, -2.795, -2.255], [-3.316, -0.864, -1.513], [-4.141, -1.293, -2.552], [-5.214, -0.504, -2.985], [-5.473, 0.720, -2.366], [-4.657, 1.166, -1.316], [-3.560, 0.401, -0.897], [-2.491, 0.981, 0.477], [-2.661, 2.798, 0.468], [-3.282, 0.172, 1.929], [-2.419, -4.258, 0.070], [-3.681, -3.865, -1.143], [-3.770, -3.190, 0.516], [-1.858, -3.235, -2.969], [-0.533, -2.067, -2.795], [-0.506, -3.592, -1.857], [-3.963, -2.264, -3.006], [-5.858, -0.860, -3.787], [-6.317, 1.332, -2.675], [-4.896, 2.106, -0.819], [-3.704, 3.127, 0.566], [-2.096, 3.270, 1.287], [-2.269, 3.176, -0.493], [-4.340, 0.448, 1.974], [-3.211, -0.921, 1.822], [-2.809, 0.461, 2.876]], "lumo_energy_ev": [-2.75, -2.75], "charge": 1}


{"formula": "C15H32N3O2", "method": "wB97M-V/def2-TZVPD", "symbols": ["C", "C", "C", "C", "C", "C", "C", "C", "C", "C", "N", "C", "N", "N", "H", "H", "H", "H", "H", "H", "H", "H", "H", "H", "H", "H", "H", "H", "H", "H", "H", "H", "H", "H", "H", "H", "H", "H", "O", "C", "O", "C", "C", "C", "H", "H", "H", "H", "H", "H", "H", "H"], "positions_angstrom": [[0.718, 2.922, 3.948], [-0.667, 2.397, 3.619], [-1.578, 2.004, 4.778], [-1.134, 2.247, 2.401], [-0.530, 2.886, 1.152], [0.473, 1.889, 0.542], [1.140, 2.319, -0.794], [0.261, 3.216, -1.706], [1.528, 1.004, -1.522], [2.429, 1.221, -2.734], [2.761, -0.074, -3.410], [2.410, -1.274, -2.870], [3.203, -1.812, -1.920], [1.326, -1.941, -3.200], [0.977, 2.633, 4.967], [0.763, 4.011, 3.851], [1.448, 2.451, 3.287], [-2.101, 1.063, 4.588], [-2.325, 2.790, 4.911], [-1.009, 1.910, 5.706], [-2.039, 1.662, 2.246], [-0.035, 3.826, 1.411], [-1.378, 3.113, 0.504], [1.285, 1.797, 1.273], [0.029, 0.887, 0.481], [2.074, 2.846, -0.575], [0.679, 4.223, -1.718], [0.348, 2.857, -2.738], [-0.801, 3.190, -1.472], [0.601, 0.476, -1.783], [2.038, 0.401, -0.758], [3.336, 1.751, -2.423], [1.955, 1.825, -3.508], [3.217, -0.024, -4.309], [3.816, -1.071, -1.592], [2.596, -2.152, -1.169], [1.125, -2.605, -2.438], [0.531, -1.307, -3.262], [0.516, -3.833, -1.208], [-0.560, -3.810, -0.638], [-1.441, -4.758, -0.904], [-2.671, -4.947, -0.178], [-3.773, -4.059, -0.711], [-0.929, -2.681, 0.294], [-2.510, -4.820, 0.893], [-2.940, -5.991, -0.328], [-3.533, -3.001, -0.595], [-4.709, -4.258, -0.190], [-3.922, -4.237, -1.777], [-1.293, -1.840, -0.297], [-0.034, -2.376, 0.835], [-1.671, -2.948, 1.039]], "lumo_energy_ev": -3.50, "charge": 1}